This record from the OMol25 dataset describes a structure of composition C16H30N2O in a non-equilibrium geometry. The level of theory is wB97M-V/def2-TZVPD.

XYZ file:
```
49
Properties=species:S:1:pos:R:3:mulliken_charge:R:1
O -0.793 -0.600 -1.914 -0.715
N 0.612 -2.038 -0.648 -0.130
N 0.481 0.217 -0.274 0.013
C 1.472 2.367 2.154 -1.150
C -1.519 -4.826 -2.034 -1.706
C -0.838 1.850 1.241 2.410
C -1.142 -3.546 -1.382 -1.290
C -0.012 -0.758 -0.923 0.714
C 0.273 -4.313 -3.872 -0.165
C -1.134 3.433 0.932 -1.926
C 0.411 -2.971 -3.012 -1.240
C -1.895 0.985 1.035 -2.561
C 0.700 4.262 3.852 -2.016
C 0.346 -3.172 -1.366 -0.054
C 2.966 4.377 2.862 -1.057
C 1.628 3.507 2.825 0.779
C 0.053 1.565 -0.101 -1.497
C 0.105 1.659 2.251 -1.720
C -1.053 -4.465 -3.889 -0.755
H 0.625 -4.095 -4.925 0.263
H -1.148 -5.567 -1.782 1.021
H -1.545 -0.038 1.125 0.457
H -1.834 -3.676 -4.179 0.314
H 3.359 4.409 3.811 0.349
H 3.553 3.672 1.991 0.240
H 1.028 4.481 4.730 0.656
H 0.005 -2.140 -3.278 0.909
H 0.285 5.215 3.350 0.315
H -2.567 1.085 1.984 0.394
H 1.449 -1.920 -0.332 0.208
H 2.296 2.039 1.923 1.011
H -2.041 3.602 1.751 0.234
H 1.812 -2.781 -3.181 0.135
H -1.764 3.391 0.081 0.604
H 0.225 0.715 2.280 1.120
H -1.407 -5.543 -4.237 0.263
H -0.535 1.967 3.252 0.201
H -2.707 -4.962 -2.082 0.266
H -0.429 4.085 0.837 0.535
H 1.017 2.341 -0.223 0.189
H -1.507 -3.561 -0.517 0.976
H 2.930 5.450 2.412 0.272
H 0.844 -4.148 -0.916 0.329
H 0.824 -5.146 -3.394 0.261
H -1.642 -2.744 -1.816 0.442
H 1.341 0.012 0.435 0.290
H -0.682 1.507 -1.017 0.432
H -0.105 3.804 3.909 0.480
H -2.340 1.012 0.271 0.896
```

Its highest occupied orbital energy is -8.3 eV. The relative energy (zero: lowest compared OMol25 entry of this formula, charge and spin) comes out at 16.7683 eV. As for the HOMO-LUMO gap: 8.8 eV. As for the charge: 0.

---

This record from the OMol25 dataset describes a structure of composition C13H12N7OS2SbSe5Zn. The level of theory is wB97M-V/def2-TZVPD.

XYZ file:
```
42
Properties=species:S:1:pos:R:3:mulliken_charge:R:1
Sb 3.845 0.735 -1.840 0.158
Se 1.107 1.228 5.671 -0.388
Se 1.195 3.863 -1.649 -0.721
Se 3.553 -0.931 0.126 -0.669
Se 2.555 -0.068 -3.762 -0.672
Se 2.429 2.382 -0.322 -0.216
Zn 1.479 0.372 0.970 1.019
S -2.535 2.716 2.716 -0.334
S -0.582 -3.306 3.327 -0.343
O -2.412 -1.583 -4.998 -0.689
N 0.302 -1.282 2.033 0.584
N 2.157 0.948 2.911 -0.471
N -0.637 3.638 1.026 -0.244
N -0.592 1.379 1.707 0.542
N 1.581 -3.225 1.695 -0.242
N -0.519 -0.437 -5.532 -0.224
N 0.141 -0.231 -0.764 0.850
C -0.991 -0.751 -3.235 1.056
C 1.749 1.061 3.998 0.164
C -1.315 0.518 2.521 -0.279
C -0.397 -1.768 -2.505 -0.714
C -1.109 2.575 1.712 0.311
C -2.382 1.054 3.146 -0.537
C -1.400 -0.984 -4.663 -0.139
C -1.463 -1.825 3.428 -0.405
C 0.175 -1.457 -1.287 -0.409
C -0.859 -0.878 2.679 -0.298
C -0.469 0.736 -1.453 -0.309
C -1.037 0.521 -2.697 -0.916
C 0.564 -2.536 2.264 0.257
H -2.342 -1.737 4.046 0.387
H -0.431 1.732 -1.036 0.337
H -1.438 1.358 -3.254 0.313
H 0.726 -2.201 -0.724 0.265
H -0.301 -2.766 -2.913 0.371
H 1.891 -4.076 2.123 0.237
H 0.011 3.527 0.229 -0.130
H -3.044 0.598 3.864 0.376
H 2.253 -2.689 1.128 -0.264
H -0.639 -0.609 -6.514 0.230
H 0.370 -0.078 -5.184 0.016
H -1.187 4.477 1.011 0.141
```

Its highest occupied orbital energy is -1.3 eV. As for the HOMO-LUMO gap: 5.0 eV. As for the charge: -2.

---

This record from the OMol25 dataset describes a structure of composition C6H9NO in a non-equilibrium geometry. The level of theory is wB97M-V/def2-TZVPD.

XYZ file:
```
17
Properties=species:S:1:pos:R:3:mulliken_charge:R:1
O 1.635 0.981 -1.483 -0.650
N -0.308 0.466 2.096 -0.581
C 0.487 -0.799 0.000 -0.536
C -0.572 0.897 -0.395 -0.161
C -0.834 -0.612 -1.016 -0.530
C -1.050 0.379 0.984 -0.114
C -0.076 -0.723 1.203 -0.285
C 0.890 0.710 -0.331 -0.034
H -0.496 -1.851 1.231 0.255
H 1.368 -1.593 -0.194 0.298
H -2.299 0.420 0.985 0.264
H 2.250 -0.259 -1.783 0.351
H -0.908 1.817 -1.059 0.361
H -1.619 -1.262 -0.826 0.441
H 0.524 0.952 2.059 0.290
H 1.309 1.003 0.588 0.381
H -0.302 -0.524 -2.059 0.249
```

Its highest occupied orbital energy is -9.2 eV. The relative energy (zero: lowest compared OMol25 entry of this formula, charge and spin) comes out at 9.0694 eV. As for the HOMO-LUMO gap: 9.1 eV. As for the charge: 0.

---

This record from the OMol25 dataset describes the molecule C4H3NO in a non-equilibrium geometry. The level of theory is wB97M-V/def2-TZVPD.

XYZ file:
```
9
Properties=species:S:1:pos:R:3:mulliken_charge:R:1
O -1.283 0.735 -0.853 -0.478
N 2.733 0.633 -0.276 -0.393
C 0.040 -0.945 0.175 0.174
C 1.173 -1.371 0.004 -0.251
C -1.124 -0.065 0.291 -0.456
C 2.125 -0.346 -0.152 0.486
H -2.024 -0.660 0.416 0.319
H -0.668 1.480 -0.802 0.331
H -0.973 0.539 1.199 0.267
```

Its highest occupied orbital energy is -10.6 eV. The relative energy (zero: lowest compared OMol25 entry of this formula, charge and spin) comes out at 2.6161 eV. As for the HOMO-LUMO gap: 10.3 eV. As for the charge: 0.

---

This record from the OMol25 dataset describes the molecule C9H10N2OS2 in a non-equilibrium geometry. The level of theory is wB97M-V/def2-TZVPD.

XYZ file:
```
24
Properties=species:S:1:pos:R:3:mulliken_charge:R:1
S 0.710 1.259 -0.874 -0.182
S -2.292 0.855 -0.164 0.441
O -2.340 2.148 -0.863 -0.593
N -0.460 -1.091 -0.950 -0.530
N -1.944 1.421 1.484 -0.042
C 3.019 -0.281 -1.499 -0.428
C -1.734 0.320 2.401 -0.837
C 3.593 -1.503 -1.828 -0.493
C 2.803 -2.643 -1.834 -0.506
C 1.669 -0.160 -1.254 0.595
C 1.416 -2.518 -1.559 -0.355
C -2.795 2.538 1.961 -0.879
C 0.862 -1.281 -1.264 -0.039
C -0.669 0.186 -0.717 0.440
H -1.345 0.687 3.350 0.316
H -2.825 3.362 1.274 0.293
H 4.656 -1.553 -2.059 0.367
H 3.647 0.599 -1.439 0.350
H -2.362 2.904 2.918 0.307
H -3.833 2.263 2.053 0.345
H 0.764 -3.366 -1.631 0.431
H -1.047 -0.393 1.962 0.276
H 3.208 -3.601 -2.069 0.407
H -2.702 -0.153 2.601 0.315
```

Its highest occupied orbital energy is -8.8 eV. The relative energy (zero: lowest compared OMol25 entry of this formula, charge and spin) comes out at 0.1000 eV. As for the HOMO-LUMO gap: 8.7 eV. As for the charge: 0.

---

This record from the OMol25 dataset describes the molecule CH4INS. The level of theory is wB97M-V/def2-TZVPD.

XYZ file:
```
8
Properties=species:S:1:pos:R:3:mulliken_charge:R:1
I 2.264 -0.015 -1.782 -0.038
S -1.693 0.032 0.349 -0.152
N -0.183 -0.583 -0.152 -0.282
C 0.944 0.263 -0.048 -0.607
H 1.583 0.083 0.818 0.315
H -2.223 0.164 -0.878 0.141
H 0.634 1.304 -0.085 0.366
H -0.024 -1.531 0.164 0.257
```

Its highest occupied orbital energy is -9.3 eV. The relative energy (zero: lowest compared OMol25 entry of this formula, charge and spin) comes out at 0.2482 eV. As for the HOMO-LUMO gap: 9.7 eV. As for the charge: 0.

---

This record from the OMol25 dataset describes the molecule C7H4 in a non-equilibrium geometry. The level of theory is wB97M-V/def2-TZVPD.

XYZ file:
```
11
Properties=species:S:1:pos:R:3:mulliken_charge:R:1
C 2.066 -0.607 0.157 -0.503
C 0.760 -0.827 -0.116 0.439
C -1.349 0.016 0.008 -0.361
C 1.321 0.581 -0.057 0.656
C 0.556 1.637 -0.155 -0.922
C -0.538 -1.145 -0.269 -0.824
C -0.824 1.289 0.035 -0.174
H -2.352 -0.029 0.099 0.441
H -1.444 2.045 0.178 0.486
H 2.811 -0.966 0.728 0.344
H -1.008 -1.994 -0.608 0.417
```

Its highest occupied orbital energy (alpha / beta) is -7.4 / -7.5 eV. The relative energy (zero: lowest compared OMol25 entry of this formula, charge and spin) comes out at 1.4624 eV. As for the HOMO-LUMO gap (alpha / beta): 6.9 / 6.9 eV. As for the charge: 0.

---

What did the sixth record say?
This record from the OMol25 dataset describes the molecule CH4INS. The level of theory is wB97M-V/def2-TZVPD.

XYZ file:
```
8
Properties=species:S:1:pos:R:3:mulliken_charge:R:1
I 2.264 -0.015 -1.782 -0.038
S -1.693 0.032 0.349 -0.152
N -0.183 -0.583 -0.152 -0.282
C 0.944 0.263 -0.048 -0.607
H 1.583 0.083 0.818 0.315
H -2.223 0.164 -0.878 0.141
H 0.634 1.304 -0.085 0.366
H -0.024 -1.531 0.164 0.257
```

Its highest occupied orbital energy is -9.3 eV. The relative energy (zero: lowest compared OMol25 entry of this formula, charge and spin) comes out at 0.2482 eV. As for the HOMO-LUMO gap: 9.7 eV. As for the charge: 0.

---

What is the formula in the seventh record?
C7H4